(1)
Density functional theory data (ωB97M-V/def2-TZVPD) for a structure of composition C21H21N4O2RuS3Se2Te2.

The multiplicity is 5. Its energy above the lowest of the compared OMol25 structures with the same formula, charge and spin is 66.02 kcal per mole. The largest force on an atom comes out at 3.99 eV/A. Its HOMO energy (spin up / spin down) is -2.79 / -3.71 eV. As for the charge: -1. The calculation puts the HOMO-LUMO gap (spin up / spin down) at 4.76 / 5.52 eV. The LUMO energy (spin up / spin down) comes out at 1.969 / 1.814 eV. The calculation puts the total energy at -212535.5426 eV.

Atoms and positions in Å:
Ru 0.442 -0.511 0.040
Se -0.504 -2.197 -1.204
Te -3.114 -1.976 -0.760
Te -3.423 -4.566 0.410
Se -1.042 -4.380 -0.490
O 4.796 -3.764 2.592
C 4.993 -2.501 3.222
C 4.927 -1.267 2.312
C 3.546 -1.108 1.562
C 3.323 -1.665 0.240
C 4.156 -2.713 -0.269
C 4.122 -3.119 -1.589
C 3.331 -2.340 -2.429
C 2.512 -1.331 -1.893
N 2.365 -1.021 -0.579
H 4.408 -4.431 3.185
H 6.011 -2.413 3.702
H 4.267 -2.307 4.050
H 5.768 -1.097 1.623
H 4.990 -0.368 3.049
H 3.377 -0.021 1.548
H 2.763 -1.369 2.264
H 4.923 -3.142 0.392
H 4.608 -3.965 -2.076
H 3.195 -2.627 -3.507
H 1.988 -0.659 -2.619
S -0.399 5.328 -4.374
C -0.801 4.174 -3.231
S 0.498 3.260 -2.549
C -0.751 2.503 -1.443
N -1.926 3.035 -1.577
N -1.975 4.021 -2.517
C -3.191 4.622 -2.737
C -4.394 3.933 -2.315
C -5.627 4.447 -2.687
C -5.713 5.610 -3.444
C -4.560 6.170 -3.897
C -3.298 5.796 -3.464
S -0.522 1.474 -0.113
H -4.263 2.984 -1.791
H -6.506 3.936 -2.333
H -6.672 6.004 -3.491
H -4.603 7.045 -4.570
H -2.471 6.458 -3.656
O 0.437 -0.699 2.011
N -0.697 -1.379 2.427
C -0.484 -2.686 2.751
C -1.530 -3.324 3.438
C -2.664 -2.655 3.917
C -2.868 -1.354 3.444
C -1.837 -0.749 2.722
H 0.464 -3.172 2.488
H -1.326 -4.334 3.684
H -3.304 -3.085 4.684
H -3.716 -0.710 3.568
H -2.031 0.204 2.282

---

(2)
Density functional theory data (ωB97M-V/def2-TZVPD) for the molecule C21H21N5O5S.

Its energy above the lowest of the compared OMol25 structures with the same formula, charge and spin is 69.80 kcal per mole. The largest force on an atom comes out at 1.56 eV/A. Its HOMO energy is -8.65 eV. As for the charge: 0. The calculation puts the HOMO-LUMO gap at 8.74 eV. Its structure (SMILES) is COc1ccccc1CN(Cc1ccco1)S(=O)(=O)c1ccc(-n2cnnn2)c(OC)c1. The LUMO energy comes out at 0.089 eV. The calculation puts the total energy at -50637.9662 eV.

Atoms and positions in Å:
C -1.902 -1.752 4.675
O -1.074 -0.766 4.107
C -0.028 -1.161 3.328
C 0.287 -2.487 3.056
C 1.384 -2.798 2.272
C 2.189 -1.797 1.764
C 1.872 -0.474 2.025
C 0.766 -0.138 2.784
C 0.394 1.307 2.995
N -0.516 1.823 1.995
C -1.863 1.332 1.922
C -1.988 -0.036 1.315
C -2.977 -0.970 1.423
C -2.567 -2.077 0.638
C -1.361 -1.734 0.116
O -1.005 -0.500 0.515
S -0.001 2.806 0.772
O -1.027 3.780 0.544
O 1.323 3.246 1.100
C 0.087 1.781 -0.700
C -1.040 1.589 -1.473
C -0.963 0.731 -2.554
C 0.231 0.088 -2.858
N 0.235 -0.798 -3.941
C 1.234 -1.291 -4.719
N 0.707 -2.083 -5.612
N -0.602 -2.083 -5.385
N -0.904 -1.336 -4.416
C 1.387 0.315 -2.088
O 2.523 -0.330 -2.452
C 3.687 -0.137 -1.675
C 1.288 1.175 -1.000
H -2.398 -2.350 3.904
H -2.652 -1.209 5.248
H -1.342 -2.409 5.347
H -0.319 -3.288 3.449
H 1.611 -3.834 2.068
H 3.059 -2.049 1.175
H 2.494 0.324 1.649
H 1.279 1.941 2.933
H -0.074 1.428 3.978
H -2.418 2.066 1.328
H -2.297 1.307 2.928
H -3.883 -0.878 1.986
H -3.099 -2.994 0.489
H -0.680 -2.255 -0.526
H -1.951 2.108 -1.229
H -1.823 0.531 -3.174
H 2.269 -1.055 -4.615
H 4.452 -0.755 -2.143
H 4.005 0.908 -1.687
H 3.533 -0.465 -0.644
H 2.132 1.404 -0.374

---

(3)
Density functional theory data (ωB97M-V/def2-TZVPD) for a structure of composition C21H21N8SbSe5W.

The multiplicity is 3. Its energy above the lowest of the compared OMol25 structures with the same formula, charge and spin is 93.07 kcal per mole. The largest force on an atom comes out at 2.66 eV/A. Its HOMO energy (spin up / spin down) is -6.96 / -6.95 eV. As for the charge: 0. The calculation puts the HOMO-LUMO gap (spin up / spin down) at 5.27 / 4.37 eV. The LUMO energy (spin up / spin down) comes out at -1.689 / -2.580 eV. The calculation puts the total energy at -369129.6786 eV.

Atoms and positions in Å:
W 0.101 -0.303 -0.070
N 1.947 -0.768 2.925
C 0.601 -0.772 3.220
C 0.214 -1.426 4.409
C -1.098 -1.418 4.788
C -2.028 -0.717 4.013
C -1.578 -0.160 2.847
N -0.305 -0.205 2.410
C 2.498 -0.590 1.646
C 3.516 -1.359 1.199
C 3.849 -1.290 -0.200
C 3.185 -0.467 -1.026
C 2.112 0.397 -0.521
N 1.817 0.297 0.866
H 2.475 -1.406 3.506
H 0.954 -1.988 4.962
H -1.412 -1.980 5.657
H -3.067 -0.635 4.297
H -2.263 0.377 2.201
H 4.004 -2.063 1.860
H 4.629 -1.934 -0.584
H 3.445 -0.395 -2.074
H 2.141 1.429 -0.865
N 0.359 6.651 -1.031
C 0.147 5.547 -0.802
C -0.135 4.153 -0.513
C -0.217 3.227 -1.512
C -0.619 1.908 -1.205
N -0.909 1.519 0.066
C -0.789 2.465 1.047
C -0.428 3.751 0.806
H -0.021 3.480 -2.545
H -0.847 1.251 -2.021
H -0.996 2.135 2.051
H -0.363 4.449 1.627
Se -0.222 -1.458 -2.212
C -0.487 -0.248 -3.754
C -1.666 0.452 -3.991
C -1.743 1.297 -5.090
N -0.750 1.480 -5.959
C 0.364 0.780 -5.744
C 0.544 -0.081 -4.672
H -2.514 0.333 -3.327
H -2.651 1.861 -5.279
H 1.160 0.920 -6.468
H 1.474 -0.621 -4.555
Se 1.838 -6.278 0.908
Sb 0.958 -4.306 2.157
Se 0.356 -2.599 0.356
Se -0.779 -4.973 3.765
Se 2.547 -4.224 4.005
N -2.628 -1.212 0.195
N -3.241 -0.417 -0.867
H -2.534 -2.152 -0.175
H -3.305 -1.234 0.953
H -3.593 0.429 -0.434
H -4.047 -0.908 -1.244

---

(4)
Density functional theory data (ωB97M-V/def2-TZVPD) for the ion C21H21NO5P with charge -1.

The largest force on an atom comes out at 3.58 eV/A. Its HOMO energy is -2.72 eV. As for the charge: -1. The calculation puts the HOMO-LUMO gap at 5.44 eV. Its structure (SMILES) is CCOC(=O)[C@@H]([C@@H]1C=C([O-])N(C)C1=O)P(=O)(c1ccccc1)c1ccccc1. The LUMO energy comes out at 2.720 eV. The calculation puts the total energy at -43136.8345 eV.

Atoms and positions in Å:
C -2.285 -1.830 -4.000
C -1.528 -0.613 -3.567
O -1.047 -0.910 -2.234
C -0.233 0.064 -1.790
O 0.025 1.051 -2.454
C 0.289 -0.284 -0.409
C 1.118 -1.605 -0.496
C 1.190 -2.276 -1.780
C 0.681 -3.603 -1.742
O 0.572 -4.499 -2.579
N 0.245 -3.750 -0.383
C -0.430 -4.921 0.105
C 0.430 -2.645 0.400
O 0.062 -2.476 1.557
P 1.147 1.169 0.329
O 2.578 1.202 -0.112
C 0.324 2.789 0.129
C -1.060 2.965 -0.033
C -1.615 4.251 -0.098
C -0.801 5.385 -0.008
C 0.580 5.221 0.158
C 1.133 3.938 0.231
C 0.960 0.795 2.117
C -0.284 0.757 2.756
C -0.359 0.411 4.110
C 0.809 0.130 4.829
C 2.054 0.191 4.190
C 2.129 0.533 2.837
H -2.632 -1.684 -5.027
H -1.633 -2.710 -3.956
H -3.152 -1.990 -3.346
H -0.684 -0.405 -4.240
H -2.184 0.269 -3.526
H -0.566 -0.422 0.265
H 2.148 -1.468 -0.149
H 1.752 -1.934 -2.635
H -0.583 -4.803 1.181
H -1.393 -5.012 -0.412
H 0.166 -5.812 -0.116
H -1.726 2.109 -0.119
H -2.692 4.365 -0.235
H -1.233 6.388 -0.081
H 1.231 6.098 0.220
H 2.211 3.824 0.359
H -1.198 0.988 2.209
H -1.333 0.350 4.597
H 0.752 -0.152 5.884
H 2.972 -0.037 4.734
H 3.093 0.598 2.332

---

(5)
Density functional theory data (ωB97M-V/def2-TZVPD) for a structure of composition C21H22BF14N8Pt.

Its energy above the lowest of the compared OMol25 structures with the same formula, charge and spin is 44.82 kcal per mole. The largest force on an atom comes out at 3.40 eV/A. Its HOMO energy (spin up / spin down) is -10.40 / -10.43 eV. As for the charge: +1. The calculation puts the HOMO-LUMO gap (spin up / spin down) at 4.71 / 4.77 eV. The LUMO energy (spin up / spin down) comes out at -5.682 / -5.665 eV. The calculation puts the total energy at -76018.7829 eV.

Atoms and positions in Å:
Pt -0.116 0.476 0.130
C -1.793 3.155 -0.437
N -1.752 2.129 0.601
C -3.056 1.481 0.779
C -2.954 -0.023 1.106
N -2.017 -0.632 0.215
C -1.990 -1.944 -0.046
C -2.339 -2.977 0.869
F -2.749 -2.630 2.098
C -2.182 -4.319 0.565
F -2.484 -5.251 1.463
C -1.695 -4.707 -0.689
F -1.539 -5.992 -0.974
C -1.387 -3.726 -1.634
F -0.959 -4.070 -2.848
C -1.533 -2.390 -1.316
F -1.327 -1.480 -2.274
C -1.210 2.725 1.820
C -0.893 1.702 2.904
N -0.004 0.686 2.413
C 0.709 -0.011 3.302
C 1.930 -0.626 2.921
F 2.352 -0.464 1.661
C 2.744 -1.321 3.792
F 3.897 -1.819 3.351
C 2.358 -1.508 5.121
F 3.112 -2.199 5.958
C 1.148 -0.953 5.545
F 0.749 -1.131 6.797
C 0.365 -0.215 4.674
F -0.803 0.247 5.139
H -2.355 4.035 -0.103
H -0.777 3.463 -0.682
H -2.275 2.767 -1.330
H -3.644 1.981 1.557
H -3.610 1.564 -0.158
H -2.664 -0.184 2.152
H -3.945 -0.480 0.985
H -0.282 3.234 1.547
H -1.912 3.465 2.231
H -0.435 2.236 3.748
H -1.827 1.265 3.284
C 1.504 -0.042 -5.200
N 0.788 0.708 -4.196
C -0.110 1.730 -4.686
C 0.839 0.413 -2.885
N -0.055 0.804 -2.037
N 1.925 -0.345 -2.494
C 2.102 -0.958 -1.280
N 3.379 -1.270 -0.987
N 1.072 -1.344 -0.587
H 2.242 0.583 -5.709
H 0.786 -0.400 -5.942
H 1.992 -0.909 -4.767
H 0.169 1.968 -5.709
H -0.021 2.632 -4.080
H -1.148 1.387 -4.688
H -0.809 1.340 -2.445
H 2.787 -0.094 -2.965
H 4.116 -0.732 -1.413
H 3.576 -1.591 -0.052
H 1.330 -1.929 0.200
F 3.417 1.715 -1.599
B 2.584 2.546 -0.887
F 3.210 3.567 -0.285
F 1.529 2.949 -1.685
F 1.942 1.709 0.142

---

(6)
Density functional theory data (ωB97M-V/def2-TZVPD) for the molecule C21H22Br2N4O4.

Its energy above the lowest of the compared OMol25 structures with the same formula, charge and spin is 0.00 kcal per mole. The largest force on an atom comes out at 1.36 eV/A. Its HOMO energy is -8.46 eV. As for the charge: 0. The calculation puts the HOMO-LUMO gap at 7.85 eV. Its structure (SMILES) is NC(=O)C[C@@H](NC(=O)c1cccc(Br)c1)c1ccc(N2CCC(Br)CC2)c([N+](=O)[O-])c1. The LUMO energy comes out at -0.616 eV. The calculation puts the total energy at -176368.5290 eV.

Atoms and positions in Å:
N 2.607 3.255 2.495
C 1.331 3.255 2.071
O 0.771 4.221 1.602
C 0.653 1.896 2.237
C 1.324 0.829 1.335
N 1.631 -0.378 2.083
C 2.672 -0.420 2.939
O 3.403 0.539 3.133
C 2.875 -1.718 3.645
C 3.434 -1.691 4.919
C 3.654 -2.868 5.611
C 3.336 -4.086 5.035
C 2.800 -4.105 3.758
Br 2.385 -5.778 2.942
C 2.561 -2.938 3.054
C 0.455 0.518 0.147
C 0.803 0.962 -1.131
C -0.027 0.764 -2.206
C -1.260 0.095 -2.080
N -2.138 0.035 -3.117
C -1.716 -0.043 -4.495
C -2.156 1.188 -5.291
C -3.666 1.296 -5.183
Br -4.301 2.895 -6.153
C -4.080 1.378 -3.726
C -3.566 0.153 -2.954
C -1.544 -0.453 -0.807
N -2.576 -1.418 -0.595
O -2.988 -2.043 -1.557
O -2.940 -1.618 0.549
C -0.718 -0.191 0.287
H 3.047 2.411 2.843
H 3.148 4.100 2.420
H -0.404 2.000 1.993
H 0.745 1.597 3.282
H 2.286 1.221 0.985
H 0.978 -1.143 2.040
H 3.690 -0.736 5.351
H 4.080 -2.842 6.602
H 3.508 -5.010 5.564
H 2.167 -2.991 2.050
H 1.725 1.506 -1.269
H 0.252 1.177 -3.162
H -0.636 -0.174 -4.546
H -2.182 -0.936 -4.934
H -1.845 1.089 -6.333
H -1.692 2.086 -4.877
H -4.152 0.453 -5.680
H -3.660 2.283 -3.281
H -5.166 1.426 -3.635
H -3.812 0.298 -1.902
H -4.064 -0.760 -3.301
H -1.029 -0.588 1.244

---

(7)
Density functional theory data (ωB97M-V/def2-TZVPD) for a cluster of 3 separate species, C21H22FN5O5 in total.

The largest force on an atom comes out at 6.69 eV/A. Its HOMO energy is -9.70 eV. As for the charge: 0. The calculation puts the HOMO-LUMO gap at 8.23 eV. Its structure (SMILES) is CCN1C(=O)c2ccc(OC#N)c(C(=O)NC(=O)F)c2C1=O.CCCC#N.CCCC#N. The LUMO energy comes out at -1.479 eV. The calculation puts the total energy at -42529.9592 eV.

Atoms and positions in Å:
C -1.243 -3.197 2.664
C -0.298 -2.538 1.539
N -1.004 -2.156 0.274
C -0.885 -0.722 -0.145
O 0.018 -0.191 -0.832
C -2.222 -0.096 0.470
C -2.632 1.357 0.842
C -4.088 1.530 1.446
C -5.066 0.343 1.699
O -6.395 0.440 2.233
C -6.579 1.651 2.957
N -6.673 2.451 3.869
C -4.598 -1.118 1.301
C -5.519 -2.397 1.524
O -5.733 -2.737 2.735
N -6.105 -3.245 0.452
C -7.468 -3.643 0.840
O -7.937 -4.773 0.525
F -8.371 -2.789 1.565
C -3.193 -1.307 0.675
C -2.418 -2.595 0.129
O -2.900 -3.655 -0.336
H -1.902 -2.380 3.129
H -1.814 -4.128 2.324
H -0.535 -3.551 3.513
H 0.569 -3.281 1.338
H 0.158 -1.584 1.993
H -1.897 2.227 0.683
H -4.404 2.603 1.715
H -5.507 -4.104 0.440
C 3.627 2.218 1.054
C 3.208 2.365 -0.405
C 2.387 3.631 -0.664
C 1.126 3.598 0.155
N 0.132 3.572 0.801
H 2.761 2.125 1.715
H 4.234 1.319 1.185
H 4.219 3.079 1.380
H 2.630 1.482 -0.699
H 4.104 2.388 -1.032
H 2.123 3.697 -1.723
H 2.962 4.523 -0.401
C 7.214 -0.033 -3.476
C 5.708 0.092 -3.684
C 5.274 1.512 -4.051
C 5.646 2.463 -2.947
N 5.940 3.211 -2.073
H 7.559 0.585 -2.643
H 7.481 -1.068 -3.245
H 7.760 0.266 -4.376
H 5.197 -0.228 -2.770
H 5.401 -0.592 -4.480
H 4.192 1.547 -4.202
H 5.756 1.834 -4.978

---

(8)
Density functional theory data (ωB97M-V/def2-TZVPD) for the molecule C21H22N2O4.

Its energy above the lowest of the compared OMol25 structures with the same formula, charge and spin is 445.63 kcal per mole. The largest force on an atom comes out at 12.43 eV/A. Its HOMO energy is -7.63 eV. As for the charge: 0. The calculation puts the HOMO-LUMO gap at 7.86 eV. Its structure (SMILES) is C=C(C)COc1ccc(-c2[nH]ncc2Oc2ccccc2OCC)c(O)c1. The LUMO energy comes out at 0.226 eV. The calculation puts the total energy at -33287.0943 eV.

Atoms and positions in Å:
C -6.737 0.071 1.513
C -5.992 0.759 0.503
C -5.450 2.236 0.711
C -6.028 0.097 -0.723
O -4.756 0.602 -1.572
C -3.519 -0.005 -0.992
C -3.490 -0.857 -0.034
C -2.228 -1.237 0.520
C -1.038 -1.145 -0.267
C 0.149 -1.622 0.371
N 0.091 -2.698 1.039
N 1.375 -3.183 1.166
C 2.205 -2.148 1.041
C 1.624 -1.053 0.239
O 1.968 0.235 -0.377
C 3.413 0.222 -0.410
C 3.984 -0.944 -1.176
C 5.343 -0.470 -1.539
C 5.931 0.442 -0.958
C 5.412 1.396 -0.236
C 4.042 1.435 0.001
O 3.527 2.349 0.645
C 2.372 2.349 1.514
C 2.403 1.256 2.681
C -1.249 0.050 -1.321
O -0.128 0.246 -1.898
C -2.444 0.631 -1.599
H -6.842 0.323 2.449
H -7.137 -0.828 1.134
H -4.468 2.113 0.620
H -5.852 2.327 1.575
H -6.057 2.742 0.039
H -6.704 0.696 -1.680
H -5.997 -0.973 -0.863
H -4.431 -1.172 0.762
H -2.173 -2.153 1.385
H -0.582 -3.295 1.073
H 3.222 -2.203 1.303
H 3.306 -1.653 -1.488
H 5.645 -1.315 -1.870
H 7.133 0.519 -1.162
H 5.791 2.436 0.138
H 1.509 2.044 1.108
H 2.168 3.384 1.843
H 2.558 0.287 2.402
H 1.538 1.636 3.301
H 3.274 1.694 3.176
H 0.641 0.290 -1.507
H -2.276 1.056 -2.457